1.
This record from the Open Molecules 2025 dataset describes a molecular structure, C22H22CdFI2N3O5S4. The level of theory is wB97M-V/def2-TZVPD.

Values from the calculation:
- calculated total energy (a.u.) = -3847.91636
- energy above the lowest of the compared OMol25 structures with the same formula, charge and spin (eV) = 2.359
- F_max (eV/Å) = 2.01
- charge = -2
- HOMO-LUMO gap (eV) = 4.4

Each line ends with the natural charge from an NBO analysis.
Geometry (Å):
Cd: -0.564 -0.016 0.085  1.62
I: -0.672 -2.537 -2.197  0.16
C: -2.787 -2.260 -1.972  -0.83
I: -3.795 -3.764 -0.827  -0.02
H: -3.242 -2.297 -2.954  0.19
H: -2.949 -1.297 -1.470  0.26
C: 2.037 -0.813 7.255  -0.62
C: 0.870 0.170 7.245  -0.02
C: 1.114 1.400 8.110  -0.40
C: 2.251 2.240 7.543  -0.42
C: 2.010 2.537 6.086  -0.06
C: 2.602 3.623 5.475  -0.25
C: 2.381 3.871 4.128  0.35
F: 3.001 4.939 3.571  -0.34
C: 1.566 3.081 3.367  -0.18
C: 0.939 1.987 3.969  -0.18
C: 0.044 1.143 3.137  0.60
O: -0.243 1.524 2.003  -0.68
C: -0.432 -0.065 3.773  -0.30
C: -0.173 -0.239 5.089  0.09
N: 0.561 0.593 5.879  -0.40
C: 1.173 1.702 5.319  0.23
C: -1.205 -1.203 3.087  0.78
O: -1.875 -1.918 3.842  -0.73
O: -1.002 -1.354 1.855  -0.81
H: 2.272 -1.120 8.276  0.20
H: 2.927 -0.370 6.808  0.21
H: 1.786 -1.701 6.673  0.23
H: -0.023 -0.341 7.611  0.21
H: 1.335 1.084 9.132  0.21
H: 0.198 1.996 8.137  0.21
H: 3.199 1.707 7.662  0.21
H: 2.351 3.175 8.098  0.21
H: 3.249 4.285 6.038  0.21
H: 1.402 3.262 2.314  0.25
H: -0.589 -1.115 5.574  0.24
S: 1.921 -0.577 0.328  -0.71
S: 3.119 -0.387 -1.335  -0.13
S: 2.187 -1.324 -2.929  -0.14
S: 1.797 -3.278 -2.512  -0.54
N: 3.931 5.099 -2.776  -0.82
C: 2.752 5.484 -2.203  0.66
O: 2.477 6.655 -2.015  -0.62
C: 1.842 4.356 -1.831  -0.15
C: 0.941 4.530 -0.782  -0.23
C: 0.179 3.447 -0.385  0.04
N: 0.263 2.250 -0.969  -0.45
C: 1.082 2.101 -1.999  0.05
C: 1.896 3.128 -2.463  -0.19
H: 4.624 5.820 -2.885  0.39
H: 4.252 4.152 -2.658  0.40
H: 0.868 5.487 -0.283  0.23
H: -0.509 3.516 0.449  0.22
H: 1.123 1.118 -2.457  0.23
H: 2.554 2.934 -3.299  0.21
C: -2.664 1.153 -1.812  -0.23
O: -2.490 0.455 -0.633  -1.03
H: -2.463 2.235 -1.710  0.12
H: -3.704 1.062 -2.171  0.13
H: -2.020 0.800 -2.640  0.13

2.
This record from the Open Molecules 2025 dataset describes a molecular structure, C22H22Cl2N4O4Sr. The level of theory is wB97M-V/def2-TZVPD.

Values from the calculation:
- calculated total energy (a.u.) = -2322.68377
- energy above the lowest of the compared OMol25 structures with the same formula, charge and spin (eV) = 0.000
- F_max (eV/Å) = 1.10
- charge = 0
- HOMO-LUMO gap (eV) = 5.6

Each line ends with the natural charge from an NBO analysis.
Geometry (Å):
Sr: -0.307 -0.538 -0.520  1.73
O: 1.462 0.796 3.646  -0.72
C: 1.103 2.102 3.730  0.42
C: 1.328 2.764 4.934  -0.31
C: 0.990 4.096 5.068  -0.17
C: 0.424 4.793 4.003  -0.27
C: 0.200 4.138 2.808  -0.13
C: 0.528 2.789 2.647  -0.24
C: 0.253 2.080 1.369  0.61
O: 0.528 0.820 1.299  -0.88
N: -0.245 2.792 0.374  -0.45
N: -0.593 2.003 -0.679  -0.31
C: -0.681 2.570 -1.821  0.01
C: -1.159 1.801 -2.982  0.16
C: -1.327 2.414 -4.221  -0.23
C: -1.816 1.673 -5.283  -0.15
C: -2.134 0.338 -5.085  -0.27
C: -1.935 -0.199 -3.822  0.04
N: -1.455 0.504 -2.794  -0.50
H: 1.255 0.539 2.713  0.51
H: 1.775 2.206 5.748  0.22
H: 1.173 4.600 6.010  0.21
H: 0.159 5.838 4.110  0.21
H: -0.241 4.654 1.966  0.23
H: -0.443 3.623 -1.956  0.19
H: -1.080 3.463 -4.338  0.22
H: -1.956 2.135 -6.254  0.22
H: -2.531 -0.277 -5.882  0.23
H: -2.178 -1.240 -3.608  0.22
Cl: -2.489 0.019 2.787  -0.02
C: -1.335 -1.082 3.558  -0.38
Cl: -0.767 -2.345 2.432  -0.04
H: -1.836 -1.578 4.374  0.22
H: -0.482 -0.512 3.894  0.24
O: 1.130 -1.295 -2.704  -0.76
C: 1.248 -2.724 -2.493  -0.13
C: 2.146 -2.925 -1.304  0.20
C: 3.233 -3.781 -1.332  -0.24
C: 4.000 -3.927 -0.184  -0.15
C: 3.665 -3.205 0.949  -0.25
C: 2.563 -2.367 0.894  0.06
N: 1.814 -2.233 -0.206  -0.51
H: 0.549 -1.143 -3.459  0.49
H: 1.675 -3.207 -3.370  0.18
H: 0.258 -3.148 -2.280  0.24
H: 3.473 -4.322 -2.239  0.22
H: 4.855 -4.593 -0.181  0.22
H: 4.241 -3.282 1.863  0.23
H: 2.262 -1.785 1.760  0.21
C: -3.964 -2.190 -0.535  -0.76
C: -2.457 -2.062 -0.691  0.04
O: -1.869 -3.004 -1.290  -0.77
H: -4.366 -3.091 -1.027  0.19
H: -4.440 -1.286 -0.933  0.21
H: -4.201 -2.211 0.535  0.22

3.
This record from the Open Molecules 2025 dataset describes C22H22ClN3O3 in the gas phase. The level of theory is wB97M-V/def2-TZVPD.

Values from the calculation:
- calculated total energy (a.u.) = -1701.77994
- energy above the lowest of the compared OMol25 structures with the same formula, charge and spin (eV) = 0.473
- SMILES string = CC(=O)N1CCCN(C(=O)c2ccc3nc(Cc4cccc(Cl)c4)oc3c2)CC1
- F_max (eV/Å) = 1.41
- charge = 0
- HOMO-LUMO gap (eV) = 9.3

Each line ends with the natural charge from an NBO analysis.
Geometry (Å):
C: 2.847 -0.641 1.418  -0.72
C: 1.531 0.103 1.382  0.70
O: 0.997 0.402 0.330  -0.64
N: 0.975 0.437 2.579  -0.45
C: 1.563 0.168 3.873  -0.22
H: 1.266 0.976 4.550  0.20
C: 1.138 -1.182 4.469  -0.42
H: 1.753 -1.392 5.346  0.21
H: 1.308 -1.971 3.736  0.21
C: -0.338 -1.218 4.874  -0.22
N: -1.191 -0.845 3.762  -0.45
C: -1.513 -1.827 2.873  0.68
O: -1.320 -3.002 3.123  -0.62
C: -2.008 -1.370 1.537  -0.14
C: -1.154 -1.658 0.482  -0.22
C: -1.493 -1.136 -0.747  0.31
C: -2.660 -0.370 -0.948  0.07
C: -3.553 -0.174 0.097  -0.21
C: -3.207 -0.679 1.335  -0.21
H: -3.883 -0.547 2.168  0.22
H: -4.470 0.371 -0.057  0.23
N: -2.650 0.069 -2.253  -0.46
C: -1.564 -0.408 -2.758  0.54
O: -0.822 -1.172 -1.919  -0.43
C: -1.006 -0.117 -4.104  -0.50
C: 0.103 0.893 -3.915  0.09
C: 1.264 0.516 -3.252  -0.26
C: 2.256 1.452 -3.023  -0.01
C: 2.119 2.762 -3.452  -0.24
C: 0.962 3.129 -4.115  -0.19
C: -0.044 2.205 -4.342  -0.24
H: -0.949 2.505 -4.848  0.21
H: 0.842 4.148 -4.452  0.22
H: 2.902 3.480 -3.265  0.23
Cl: 3.687 0.978 -2.187  0.00
H: 1.385 -0.495 -2.895  0.24
H: -0.607 -1.036 -4.538  0.24
H: -1.796 0.284 -4.736  0.25
H: -0.252 -2.228 0.628  0.24
C: -1.332 0.571 3.518  -0.23
H: -1.260 1.066 4.490  0.20
H: -2.321 0.785 3.112  0.23
C: -0.280 1.157 2.555  -0.24
H: -0.638 1.109 1.524  0.26
H: -0.112 2.211 2.812  0.19
H: -0.607 -2.234 5.169  0.24
H: -0.528 -0.541 5.710  0.19
H: 2.652 0.193 3.789  0.21
H: 2.782 -1.544 2.018  0.22
H: 3.108 -0.903 0.397  0.25
H: 3.632 -0.002 1.820  0.23

4.
This record from the Open Molecules 2025 dataset describes a molecular structure, C22H22CsN7Se2Te2. The level of theory is wB97M-V/def2-TZVPD.

Values from the calculation:
- calculated total energy (a.u.) = -6593.99397
- energy above the lowest of the compared OMol25 structures with the same formula, charge and spin (eV) = 0.000
- F_max (eV/Å) = 0.26
- charge = -2
- HOMO-LUMO gap (eV) = 4.7

Each line ends with the natural charge from an NBO analysis.
Geometry (Å):
Cs: -0.561 -0.392 -0.479  0.90
N: 0.264 -5.435 9.863  -0.36
C: 0.277 -4.913 8.837  0.31
C: 0.294 -4.262 7.560  -0.22
C: -0.877 -4.188 6.806  -0.18
C: -0.854 -3.552 5.577  -0.15
C: 0.323 -2.990 5.092  0.00
C: 1.485 -3.072 5.851  -0.21
C: 1.480 -3.704 7.083  -0.15
C: 0.323 -2.286 3.770  0.18
C: 0.001 -0.928 3.844  -0.05
C: -0.299 -0.214 5.051  -0.25
C: -0.599 1.070 4.676  -0.35
C: -0.469 1.087 3.255  -0.02
N: -0.116 -0.075 2.758  -0.47
C: 0.626 -3.098 2.678  -0.04
C: 0.896 -4.507 2.739  -0.25
C: 1.118 -4.917 1.450  -0.35
C: 0.980 -3.743 0.650  -0.02
N: 0.696 -2.671 1.359  -0.48
H: -1.792 -4.623 7.185  0.22
H: -1.753 -3.479 4.979  0.23
H: 2.395 -2.629 5.466  0.23
H: 2.382 -3.766 7.675  0.22
H: -0.290 -0.617 6.052  0.20
H: -0.881 1.898 5.309  0.20
H: -0.644 1.938 2.606  0.18
H: 0.910 -5.118 3.629  0.20
H: 1.344 -5.913 1.101  0.20
H: 1.093 -3.679 -0.428  0.20
Se: 1.187 -0.477 -3.606  -0.92
Te: -0.964 0.106 -4.797  -0.05
Te: -3.026 -1.087 -3.420  -0.07
Se: -3.869 0.485 -1.671  -0.88
C: 3.133 1.476 -0.665  -0.09
N: 4.602 1.542 -0.561  -0.48
C: 5.137 0.277 -1.077  -0.08
N: 4.638 -0.886 -0.343  -0.47
C: 3.168 -0.888 -0.447  -0.10
N: 2.587 0.349 0.087  -0.48
C: 2.977 0.469 1.489  -0.08
N: 4.443 0.508 1.648  -0.48
C: 4.949 1.632 0.858  -0.08
C: 4.986 -0.724 1.067  -0.08
H: 2.844 1.369 -1.713  0.24
H: 2.714 2.406 -0.272  0.18
H: 6.230 0.301 -1.003  0.17
H: 4.853 0.179 -2.126  0.21
H: 2.772 -1.731 0.121  0.22
H: 2.878 -0.994 -1.494  0.23
H: 2.568 -0.379 2.042  0.22
H: 2.551 1.384 1.907  0.19
H: 6.040 1.665 0.953  0.18
H: 4.535 2.559 1.263  0.19
H: 4.594 -1.577 1.626  0.20
H: 6.077 -0.706 1.165  0.18

5.
This record from the Open Molecules 2025 dataset describes C22H22N2O in the gas phase. The level of theory is wB97M-V/def2-TZVPD.

Values from the calculation:
- calculated total energy (a.u.) = -1036.28916
- energy above the lowest of the compared OMol25 structures with the same formula, charge and spin (eV) = 0.000
- SMILES string = Cc1[nH]c2ccccc2c1C(=O)CN1CC=C(c2ccccc2)CC1
- F_max (eV/Å) = 0.73
- charge = 0
- HOMO-LUMO gap (eV) = 8.3

Each line ends with the natural charge from an NBO analysis.
Geometry (Å):
C: -0.782 3.894 -0.326  -0.65
C: -0.927 2.527 0.250  0.24
N: -2.174 1.975 0.309  -0.52
C: -2.133 0.778 0.975  0.12
C: -3.143 -0.123 1.274  -0.25
C: -2.794 -1.250 1.989  -0.20
C: -1.477 -1.471 2.395  -0.23
C: -0.471 -0.581 2.090  -0.20
C: -0.797 0.564 1.369  0.01
C: -0.029 1.679 0.871  -0.27
C: 1.412 1.778 1.071  0.56
O: 1.956 1.264 2.032  -0.56
C: 2.270 2.466 0.003  -0.30
N: 2.588 1.667 -1.167  -0.43
C: 3.285 0.424 -0.923  -0.21
C: 2.405 -0.742 -0.442  -0.47
C: 1.035 -0.749 -1.072  -0.04
C: 0.662 0.266 -1.854  -0.18
C: 1.530 1.458 -2.130  -0.25
H: 0.919 2.360 -2.194  0.20
H: 2.011 1.327 -3.113  0.20
H: -0.294 0.278 -2.355  0.20
C: 0.143 -1.877 -0.758  0.04
C: 0.618 -3.018 -0.108  -0.22
C: -0.222 -4.070 0.205  -0.21
C: -1.565 -4.017 -0.122  -0.21
C: -2.057 -2.893 -0.763  -0.21
C: -1.218 -1.842 -1.073  -0.21
H: -1.640 -0.974 -1.553  0.20
H: -3.105 -2.832 -1.018  0.21
H: -2.222 -4.838 0.124  0.21
H: 0.177 -4.938 0.709  0.21
H: 1.658 -3.098 0.165  0.21
H: 2.925 -1.671 -0.685  0.22
H: 2.291 -0.704 0.643  0.23
H: 4.078 0.608 -0.195  0.21
H: 3.753 0.147 -1.875  0.19
H: 3.225 2.716 0.479  0.22
H: 1.800 3.385 -0.346  0.20
H: 0.542 -0.748 2.416  0.23
H: -1.247 -2.363 2.958  0.21
H: -3.553 -1.974 2.244  0.21
H: -4.162 0.053 0.961  0.21
H: -3.009 2.413 -0.043  0.41
H: -0.027 4.462 0.212  0.24
H: -1.729 4.426 -0.250  0.22
H: -0.504 3.860 -1.380  0.23

6.
This record from the Open Molecules 2025 dataset describes C22H22N2O2 in the gas phase. The level of theory is wB97M-V/def2-TZVPD.

Values from the calculation:
- calculated total energy (a.u.) = -1111.40065
- energy above the lowest of the compared OMol25 structures with the same formula, charge and spin (eV) = 4.930
- SMILES string = CCCC(=O)c1cnc2c([C@H]3CO3)cccc2c1Nc1ccccc1C
- F_max (eV/Å) = 4.57
- charge = 0
- HOMO-LUMO gap (eV) = 7.8

Each line ends with the natural charge from an NBO analysis.
Geometry (Å):
O: 2.016 1.600 1.232  -0.58
N: 1.094 -1.923 -1.700  -0.45
O: -0.298 -5.587 -2.706  -0.47
C: 1.793 1.306 0.039  0.61
C: 1.624 -0.683 -1.328  0.08
C: -3.586 2.330 0.418  -0.23
C: -3.873 2.878 1.629  -0.21
C: -2.517 1.505 0.319  -0.22
C: -3.225 2.529 2.848  -0.20
C: -1.696 -4.042 -0.753  -0.19
C: -2.288 -3.350 0.324  -0.21
C: 0.966 0.166 -0.384  -0.28
C: -1.824 1.084 1.498  0.13
C: -2.159 1.615 2.720  -0.03
C: -0.585 -3.504 -1.451  -0.07
C: -1.866 -2.052 0.654  -0.17
C: -0.160 -0.241 0.325  0.30
C: -0.060 -2.288 -1.013  0.22
C: -0.713 -1.534 0.000  -0.13
N: -0.563 0.442 1.403  -0.62
C: -1.165 1.223 3.905  -0.63
C: 4.511 3.311 -1.856  -0.60
C: 0.987 -5.536 -2.119  -0.13
C: 2.533 2.035 -1.145  -0.49
C: 0.076 -4.297 -2.598  0.08
C: 3.372 3.302 -0.794  -0.40
H: 2.662 -0.563 -1.684  0.21
H: -3.986 2.576 -0.540  0.22
H: -4.678 3.582 1.646  0.21
H: -2.217 1.277 -0.716  0.22
H: -3.511 2.841 3.856  0.22
H: -2.115 -4.990 -1.053  0.23
H: -3.267 -3.703 0.668  0.22
H: -2.325 -1.446 1.383  0.22
H: 0.131 0.901 1.933  0.43
H: -1.058 0.020 3.946  0.23
H: -1.586 1.611 4.804  0.22
H: -0.216 1.675 3.757  0.21
H: 5.292 4.086 -1.480  0.21
H: 4.914 2.342 -1.910  0.20
H: 4.195 3.730 -2.824  0.21
H: 1.935 -5.614 -2.696  0.18
H: 1.208 -5.661 -1.058  0.19
H: 3.206 1.248 -1.479  0.21
H: 1.874 2.309 -1.944  0.22
H: 0.552 -3.751 -3.446  0.21
H: 2.663 4.119 -0.742  0.21
H: 3.933 3.119 0.112  0.21